Molecular formula: C3H8FNO3
Method: DFT, ωB97M-V with the def2-TZVPD basis set

Calculated values
relative energy (zero: lowest compared OMol25 entry of this formula, charge and spin) = 0.0 kJ/mol
DFT total energy = -499.42848 a.u.
HOMO = -10.17 eV
frontier orbital gap = 10.420 eV

Geometry as ORCA input:
```
! RIJCOSX wB97M-V def2-TZVPD def2/J DEFGRID3
* xyz 0 1
N -0.058 -0.404 1.845
C -0.775 -0.655 0.566
C -0.991 0.612 -0.287
O 0.149 1.238 -0.895
C -0.183 -1.787 -0.275
O 0.607 -2.510 0.284
O -0.694 -2.144 -1.470
H 0.388 -1.260 2.103
H 0.743 0.212 1.589
H -1.738 -0.985 0.749
H -1.707 0.384 -0.972
H -1.419 1.287 0.385
H -0.132 2.118 -1.024
H -0.280 -3.042 -1.688
F 3.453 3.388 -0.173
H 2.637 3.547 -0.736
*
```